# 1
Here is a 2-piece molecular cluster, C6H11NO overall from the Open Molecules 2025 dataset. Energies are from ωB97M-V with the def2-TZVPD basis set.

```
19
Properties=species:S:1:pos:R:3:forces:R:3
C 1.6206 -0.5670 0.3606 2.98 -0.70 -1.77
C -0.4263 0.3909 0.8729 -2.97 0.77 -1.23
H 2.8706 -0.3850 2.0539 -0.23 -0.03 0.29
H -0.8542 1.9803 -1.1473 -0.01 0.05 -0.02
H -1.5889 -1.9044 0.5279 0.02 -0.07 0.01
H 1.3983 -1.6111 0.5459 -0.53 0.15 0.20
C -1.3282 1.0237 -1.3547 0.45 -0.16 0.04
C -1.8039 -1.2794 -0.3358 0.28 0.03 0.07
H 1.9838 0.4826 -1.2388 -0.07 -0.21 0.05
N -0.4203 1.0467 1.9189 0.69 -0.13 0.58
H -1.4760 -1.7944 -1.2393 -0.06 -0.15 -0.07
H 0.4890 1.0955 2.3829 0.14 -0.09 -0.09
H -2.3955 1.1897 -1.5205 -0.01 -0.04 0.04
H -0.9030 0.6093 -2.2704 -0.01 0.07 -0.14
H 2.8154 1.0880 0.9518 0.33 0.05 -0.26
C 2.5286 0.0638 1.1388 -1.24 0.02 -0.27
H -2.8880 -1.1463 -0.3851 0.01 0.02 -0.09
C -1.1388 0.0589 -0.2251 0.37 0.02 1.35
O 1.5169 -0.3417 -1.0366 -0.16 0.39 1.31
```
Positions in Å, forces in eV/Å.

## Properties
highest occupied orbital energy = -7.9 eV
Kohn-Sham gap = 0.31387 hartree
LUMO = 0.0246 hartree
SMILES = CC(C)=C=N.C=CO
ΔE to the lowest compared entry with this formula, charge and spin = 88.87 kcal/mol

# 2
Here is C41H46N4OPdSb2 as an isolated structure from the Open Molecules 2025 dataset. Energies are from ωB97M-V with the def2-TZVPD basis set.

```
95
Properties=species:S:1:pos:R:3:forces:R:3
H 1.9348 -4.6329 3.5418 0.00 0.00 -0.01
H -7.4051 1.9939 0.5700 0.01 0.00 0.00
N 1.7439 -3.6594 3.3692 0.00 0.02 0.00
C 6.9966 -1.0239 -0.3529 0.00 0.03 0.00
H 2.7509 1.3944 -3.6647 -0.01 0.00 0.00
H -4.7514 -1.3402 1.2574 0.02 -0.01 0.00
H 4.8191 -3.3033 -1.6033 0.00 0.00 0.00
H 3.1469 -3.9198 0.7571 -0.01 -0.01 0.01
C -1.4878 -2.0805 0.8501 -0.01 0.02 -0.14
H -0.2052 -4.6462 -2.8459 0.00 0.01 0.00
H 2.2243 3.1452 -1.8582 -0.03 -0.02 0.02
H 4.8946 2.3727 -0.6289 0.00 -0.01 -0.02
H 1.1418 2.8596 0.0182 0.06 0.04 -0.01
Pd 1.1275 -0.3590 0.6158 0.01 -0.19 -0.05
H 8.0545 -0.7997 -0.3237 0.00 0.00 0.00
C 2.3470 -1.8978 -3.7747 0.02 0.00 0.03
H -5.0249 3.6217 1.6150 0.01 0.00 0.00
C 2.9523 1.2490 -2.6027 0.04 0.04 0.00
C 1.4812 -4.1241 -4.0656 0.00 0.01 0.00
C -3.9113 1.3898 1.0334 0.02 -0.02 0.01
C 1.2487 -1.5648 3.6392 -0.01 0.01 -0.01
H 1.5150 -5.0840 -4.5637 0.00 0.01 0.00
H -2.0165 1.0041 -5.7083 0.01 0.00 0.01
H 1.6287 -4.8002 0.9340 0.00 0.00 0.00
H -3.3380 2.7654 -4.5914 0.00 0.00 0.01
C 6.1008 -0.1852 0.2958 0.01 -0.06 -0.01
N -0.9701 -0.8552 0.6913 -0.11 -0.03 0.10
H -0.7105 4.1536 0.9775 -0.01 -0.01 0.00
C -2.8387 -2.2891 1.0398 -0.01 -0.01 -0.01
H 3.6737 3.4503 0.0253 0.01 0.01 -0.02
C -2.1882 2.7068 -2.7847 0.02 -0.02 0.01
H -5.3431 1.3125 3.8625 0.00 -0.01 0.01
H 7.2393 -2.7913 -1.5395 0.00 0.00 0.00
C -3.6876 -1.1929 1.1265 0.00 -0.03 0.01
C 2.3937 -3.1354 -4.4054 -0.01 0.00 0.00
N -4.9760 1.5474 1.8404 -0.03 0.03 -0.02
H -4.5405 -0.0451 3.1219 -0.02 0.02 0.00
H 3.8259 3.2021 -2.5236 -0.02 0.02 0.00
C 3.1649 2.5893 -1.9060 0.00 0.02 0.00
C -6.6844 0.0102 2.8044 -0.01 0.01 0.00
C 1.6225 1.9076 1.9029 1.13 0.42 0.97
C -1.7613 1.3175 -4.7046 -0.03 0.02 0.00
C -1.1162 2.1212 -2.1245 -0.05 -0.01 0.03
H 0.9408 -0.6071 4.0163 0.00 -0.02 0.00
C 4.7457 -0.4885 0.2385 0.46 0.20 0.91
O -3.5111 2.2662 0.2735 0.00 0.02 0.00
C -0.1287 3.5019 1.6170 -0.02 -0.01 -0.04
C -5.7350 2.7993 1.6955 0.01 -0.02 0.00
H -2.7821 3.4541 -2.2770 0.00 0.01 0.00
C -0.3707 1.1297 -2.7528 0.00 0.00 -0.04
C 6.5361 -2.1438 -1.0331 0.01 0.00 0.00
C 1.3853 1.8432 3.2676 -0.12 -0.01 -0.04
C 1.7766 -3.0618 2.1593 0.03 -0.02 0.04
H -0.7929 -2.9088 0.7966 0.00 -0.01 0.01
H -0.1362 -0.0653 -4.5379 0.00 0.00 0.00
C -1.7930 0.1920 0.7777 0.03 -0.02 0.05
H 2.0038 1.2412 3.9168 0.04 0.04 0.01
C 1.4119 -2.7251 4.3192 0.00 -0.01 0.00
H 6.4656 0.6844 0.8259 0.01 0.00 0.01
Sb 1.2702 0.2088 -1.8164 -0.01 -0.05 -0.20
H 0.1340 2.5467 4.8577 0.00 0.01 0.00
H -6.8800 -0.6471 3.6517 0.00 0.01 0.00
H 1.3150 -2.9663 5.3626 0.00 -0.01 -0.01
C 0.3369 2.5897 3.7956 -0.01 -0.08 0.00
Sb 3.2913 0.9501 0.8609 -1.49 -0.43 -1.72
C -2.5040 2.3092 -4.0747 0.01 -0.01 -0.02
C 3.8180 2.5169 -0.5198 0.10 0.02 0.15
H 1.6610 -3.2744 0.0450 0.00 0.00 0.00
H 3.2123 -1.8291 -0.4551 -0.03 0.01 0.01
C 0.5160 -3.8790 -3.0968 0.01 0.00 0.00
H -0.2998 -2.4550 -1.7206 0.00 0.00 0.00
N 1.4892 -1.7774 2.2940 -0.05 0.13 -0.05
H -1.2323 3.9900 3.3873 0.01 0.00 -0.01
C 2.0719 -3.8045 0.9040 0.00 -0.01 0.01
H -0.8983 2.4329 -1.1108 0.01 0.00 0.01
C -5.3315 0.6858 2.9671 0.00 0.01 0.02
H 3.8310 0.6066 -2.5065 0.01 -0.01 -0.02
C -3.1515 0.0821 1.0315 0.01 0.00 -0.05
H -3.2208 -3.2971 1.1175 0.00 0.01 0.00
C 0.4691 -2.6464 -2.4619 -0.02 0.00 -0.03
H -7.4882 0.7455 2.7648 0.01 0.00 -0.01
C 1.3846 -1.6509 -2.7997 0.04 -0.02 0.04
H -1.3633 1.1726 0.6408 0.01 0.03 0.01
H 3.1372 -3.3223 -5.1691 0.00 0.00 0.01
H 3.0622 -1.1338 -4.0556 0.00 -0.01 0.00
H -6.0860 2.6308 -0.4270 0.00 0.01 0.01
C 5.1803 -2.4353 -1.0656 -0.03 0.00 0.00
H -6.3019 2.9336 2.6163 -0.01 0.00 0.00
H -7.1797 3.7370 0.4056 0.00 -0.01 0.00
H -6.7351 -0.5802 1.8881 0.01 0.00 0.00
C -0.4232 3.4047 2.9713 -0.03 0.02 0.00
C 4.2677 -1.6125 -0.4160 0.12 0.03 -0.07
C -6.6580 2.7836 0.4876 0.00 0.00 -0.01
C 0.9161 2.7687 1.0715 -0.11 -0.07 0.06
C -0.6984 0.7202 -4.0456 0.03 0.02 0.02
```
Positions in Å, forces in eV/Å.

## Properties
highest occupied orbital energy = -13.4 eV
Kohn-Sham gap = 0.24491 hartree
net charge = +2
LUMO = -0.2489 hartree
ΔE to the lowest compared entry with this formula, charge and spin = 17.13 kcal/mol

# 3
Here is a 2-piece molecular cluster, H2NPS2 overall from the Open Molecules 2025 dataset. Energies are from ωB97M-V with the def2-TZVPD basis set.

```
6
Properties=species:S:1:pos:R:3:forces:R:3
N 0.2509 0.1660 0.4109 0.24 -2.23 2.39
H 0.0870 -0.3365 -0.4593 -0.65 0.16 0.00
S -1.0587 -4.6620 1.5134 0.14 0.04 -0.36
H -0.5517 0.7009 0.7358 -0.36 -0.18 -0.55
S -0.4308 -1.7985 1.8995 0.88 2.60 -1.94
P -0.4329 -3.1880 0.4239 -0.26 -0.39 0.47
```
Positions in Å, forces in eV/Å.

## Properties
highest occupied orbital energy (spin up / spin down) = -9.1 / -9.1 eV
Kohn-Sham gap (spin up / spin down) = 0.25298 / 0.25308 hartree
LUMO (spin up / spin down) = -0.0831 / -0.0830 hartree
ΔE to the lowest compared entry with this formula, charge and spin = 69.81 kcal/mol